Entry 1:
Here is a structure of composition C10H17N2O3 from the Open Molecules 2025 dataset. Energies are from ωB97M-V/def2-TZVPD.

Geometry as XYZ:
```
32
Properties=species:S:1:pos:R:3:mulliken_charge:R:1
O 2.21 -1.08 2.13 -0.470
O 0.80 -1.34 -0.46 -0.380
O 2.02 -0.04 -2.43 -0.461
N -1.60 -1.31 0.36 0.078
N 2.01 -0.80 -0.21 0.333
C 3.87 0.35 -0.77 -0.689
C -0.67 1.05 0.07 0.196
C 2.68 -0.11 -1.22 -0.017
C 0.62 1.63 0.67 -1.244
C 3.89 0.04 0.67 -0.617
C -1.43 -2.73 0.04 -0.902
C -2.97 -1.11 1.08 -0.883
C -0.82 1.35 -1.41 -1.111
C -0.68 -0.43 0.15 0.549
C 2.77 -0.70 0.93 0.332
H 2.57 0.43 -3.01 0.322
H -0.82 -2.82 -0.81 0.401
H -2.44 -3.19 -0.15 0.319
H 2.84 -0.77 2.80 0.353
H 4.52 0.92 -1.28 0.569
H 0.15 0.90 -1.74 0.227
H -3.14 -0.14 1.44 0.353
H -2.85 -1.76 1.92 0.420
H -1.78 0.92 -1.72 0.379
H -1.46 1.38 0.77 0.546
H 4.53 0.52 1.37 0.380
H -0.80 2.43 -1.46 0.401
H 0.54 2.64 0.98 0.495
H -0.90 -3.28 0.90 0.326
H -3.74 -1.49 0.40 0.305
H 1.48 1.51 -0.05 0.220
H 0.78 0.96 1.58 0.273
```

Its spin multiplicity is 1. As for the relative energy (zero: lowest compared OMol25 entry of this formula, charge and spin): 3.306 eV. The total energy comes out at -726.03700 hartree. The HOMO energy is -10.79 eV. As for the LUMO energy: -0.14423 Ha. The gap between HOMO and LUMO comes out at 6.9 eV. Its total charge is +1.



Entry 2:
Here is a cluster of 5 separate species, C26H62ClN6O7P2 in total from the Open Molecules 2025 dataset. Energies are from ωB97M-V/def2-TZVPD.

Geometry as XYZ:
```
104
Properties=species:S:1:pos:R:3:mulliken_charge:R:1
Cl 1.00 -6.97 2.27 -0.166
P -1.54 -5.84 0.60 0.212
P 1.40 -6.44 0.25 0.242
O 4.94 5.92 6.86 -0.390
O 3.20 -0.99 -2.31 -0.220
O 2.95 -5.73 0.32 -0.443
O -5.22 -3.74 -2.57 -0.304
O -0.70 4.89 -0.64 -0.421
O -1.03 -0.47 0.42 -0.062
O -2.61 0.87 0.31 -0.314
N -0.52 -3.51 -1.79 0.332
N -3.63 -1.40 -3.06 -0.533
N -1.80 0.35 -0.40 0.135
N -1.31 3.67 1.89 -0.680
N 3.89 5.72 4.18 -0.669
N 1.51 -0.79 -4.63 -0.675
C -6.60 -3.58 -2.84 -0.759
C 2.52 7.38 5.33 -1.384
C 0.88 -3.32 1.80 -0.344
C -1.42 -1.84 0.11 0.056
C -1.83 -7.47 -0.39 -1.042
C 5.03 7.25 7.35 -0.633
C 3.34 0.78 -4.98 -1.455
C -5.18 -1.57 -4.93 -1.569
C -4.38 -3.68 -3.71 -0.542
C 2.19 -2.87 2.09 -0.735
C 2.16 0.41 -4.09 0.310
C -3.06 -4.79 0.14 0.609
C 0.08 4.00 1.56 0.656
C 3.61 5.46 6.64 -0.907
C 4.59 -0.99 -2.59 -0.826
C -0.47 6.29 -0.57 -0.672
C -3.73 -4.12 1.45 -1.160
C -0.35 -4.83 -1.63 -0.933
C -4.04 -2.25 -4.18 0.301
C 2.53 0.23 -2.61 -0.475
C 0.07 -5.13 -0.14 0.707
C 0.49 5.25 2.32 -1.423
C 2.98 5.92 5.31 0.786
C 0.28 4.11 0.03 -0.473
C 0.59 -3.68 0.28 -0.328
C -0.25 -2.65 -0.60 0.574
H 1.85 7.57 4.49 0.285
H -6.88 -4.02 -3.81 0.335
H 0.59 6.54 -0.59 0.304
H 2.99 1.16 -5.94 0.381
H -4.44 -4.84 1.96 0.401
H -6.88 -2.53 -2.81 0.258
H 1.44 1.24 -4.15 0.434
H 5.06 7.96 6.52 0.223
H -1.55 2.78 1.46 0.154
H -3.85 -5.52 -0.27 0.472
H -4.79 -4.29 -4.53 0.577
H 3.99 -0.07 -5.20 0.282
H 2.65 -2.91 3.12 0.303
H -2.32 -7.17 -1.38 0.299
H -0.82 -3.10 -2.68 0.292
H -5.97 -1.21 -4.26 0.305
H 3.95 1.56 -4.52 0.350
H -2.95 -3.77 2.21 0.255
H 0.52 -1.85 -0.86 -0.321
H 2.97 5.70 7.50 0.418
H -2.42 -1.85 -0.43 0.171
H -0.95 6.71 0.32 0.239
H 3.11 1.09 -2.23 0.477
H -1.91 4.34 1.41 0.367
H 2.80 -2.47 1.20 0.181
H 1.46 5.63 1.97 0.407
H -7.17 -4.09 -2.06 0.253
H 1.60 0.21 -2.03 0.037
H 0.19 3.10 -0.39 0.137
H 2.12 -1.58 -4.41 0.359
H 5.07 -1.72 -1.94 0.254
H -5.63 -2.24 -5.66 0.371
H 4.77 -1.31 -3.62 0.269
H 2.09 5.30 5.15 0.137
H 1.62 -3.61 -0.21 0.296
H -0.86 -7.99 -0.66 0.353
H 0.05 -3.38 2.57 0.310
H 4.12 4.73 4.12 0.297
H 3.19 -5.52 -0.61 0.339
H 5.04 -0.01 -2.41 0.345
H 4.20 7.49 8.03 0.298
H -4.81 -0.69 -5.47 0.392
H -4.35 -1.48 -2.34 0.411
H -2.87 -4.05 -0.71 -0.532
H 1.98 7.61 6.25 0.360
H -0.95 6.75 -1.44 0.272
H -0.48 -5.63 -2.44 0.351
H -0.24 6.06 2.23 0.186
H 0.67 -0.98 -4.10 0.152
H 0.72 3.18 1.91 0.344
H -3.20 -2.33 -4.88 0.414
H 3.35 8.08 5.23 0.301
H -1.60 -2.34 1.13 -0.129
H 1.29 4.46 -0.22 0.441
H 3.68 4.36 6.62 0.385
H -2.81 -1.82 -2.62 -0.016
H 0.60 5.03 3.39 0.126
H -4.33 -3.21 1.13 0.287
H -2.55 -8.17 0.17 0.363
H -3.44 -4.16 -3.41 0.054
H 5.96 7.34 7.90 0.257
H 4.78 6.15 4.43 0.289
```

Its spin multiplicity is 1. As for the relative energy (zero: lowest compared OMol25 entry of this formula, charge and spin): 3.137 eV. The total energy comes out at -3025.41881 hartree. The HOMO energy is -10.43 eV. As for the LUMO energy: -0.16448 Ha. The gap between HOMO and LUMO comes out at 6.0 eV. Its total charge is +1.



Entry 3:
Here is a cluster of 2 separate species, C4H12 in total from the Open Molecules 2025 dataset. Energies are from ωB97M-V/def2-TZVPD.

Geometry as XYZ:
```
16
Properties=species:S:1:pos:R:3:mulliken_charge:R:1
C -0.65 -0.33 2.63 -0.852
C 0.23 0.62 -2.35 -0.734
C 1.46 0.37 -1.44 -0.773
C -1.02 -0.65 1.16 -0.662
H 0.16 -1.01 2.90 0.246
H -1.48 -0.48 3.31 0.296
H -0.22 0.67 2.73 0.265
H 1.51 -0.70 -1.28 0.228
H -0.11 -0.33 -2.77 0.257
H 0.27 1.46 -3.03 0.335
H -0.61 0.83 -1.67 0.165
H 1.34 0.93 -0.52 0.207
H -2.05 -1.03 1.17 0.348
H -0.29 -1.29 0.67 0.243
H 2.42 0.74 -1.80 0.324
H -1.19 0.22 0.53 0.107
```

Its spin multiplicity is 1. The SMILES is CC.CC. As for the relative energy (zero: lowest compared OMol25 entry of this formula, charge and spin): 0.501 eV. The total energy comes out at -159.56655 hartree. The HOMO energy is -11.49 eV. As for the LUMO energy: 0.04305 Ha. The gap between HOMO and LUMO comes out at 12.7 eV.



The lowest gap between HOMO and LUMO belongs to which entry? C26H62ClN6O7P2